# 1
DFT (ωB97M-V with the def2-TZVPD basis set) results for an isolated ion of composition C17H17F3NO5S and charge +1 at a distorted geometry.

```
44
Properties=species:S:1:pos:R:3:forces:R:3:nbo_charge:R:1
O -2.43112 -0.66020 -0.29535 3.5 -1.7 3.3 -0.5342
C -1.76072 -0.92500 0.72684 -4.7 2.7 -0.3 0.7535
O -0.56741 -1.73691 0.76299 -0.6 1.2 -0.1 -0.3223
N -0.13060 -2.01510 -0.49143 1.0 -2.2 -4.8 -0.0504
C -0.78063 -3.16364 -1.13078 1.9 0.3 -2.9 0.1151
C -0.38453 -3.64752 -2.54312 2.0 3.6 2.3 -0.2442
C 0.75164 -2.87311 -3.27223 -1.1 1.0 3.0 -0.0190
C 1.42073 -1.62805 -2.56543 -4.2 -2.8 1.6 -0.3555
S 2.71645 -0.74994 -3.53992 7.1 -3.4 0.1 1.9384
O 3.40309 -1.81901 -4.37885 -3.6 2.8 1.8 -0.8425
O 3.79089 -0.09140 -2.72565 -4.2 -0.3 -1.3 -0.8254
C 1.86307 0.37648 -4.76307 -1.1 0.9 -3.2 0.7696
F 0.72041 -0.35326 -5.24395 2.6 2.3 1.6 -0.3157
F 1.52803 1.63654 -4.23610 0.7 -3.5 -1.6 -0.2857
F 2.72060 0.48658 -5.90082 -2.4 0.1 3.7 -0.2761
C 0.92907 -1.24409 -1.14437 0.5 -0.3 -1.3 0.3597
C 1.55739 -0.00122 -0.36058 -1.2 -0.4 0.9 -0.4999
C 0.74866 1.39216 -0.65296 0.5 -0.3 1.5 -0.4001
C 1.62809 2.56415 0.05990 -0.2 -0.4 -0.2 -0.4326
C 0.90914 3.20156 1.35307 1.6 1.2 -0.7 -0.0727
O 1.16587 2.45496 2.58346 -0.2 -0.4 -1.3 -0.7285
C -2.26324 -0.38014 2.15013 0.6 0.3 3.6 -0.2051
C -1.29549 -0.43123 3.39389 -2.8 1.3 1.0 -0.1664
C -1.72536 0.09734 4.81224 -2.3 0.0 -3.0 -0.2140
C -3.14977 0.66406 5.04878 1.5 -1.5 -4.1 -0.1649
C -4.12093 0.69775 3.82448 3.1 -1.2 -0.1 -0.2168
C -3.68768 0.18207 2.40373 1.6 0.1 2.3 -0.1574
H -1.59154 -3.73296 -0.56062 1.4 1.3 -0.6 0.2823
H -0.90612 -4.54767 -3.00148 0.8 1.5 0.7 0.2901
H 1.09002 -3.21567 -4.31541 -0.4 0.7 1.8 0.2973
H 2.68550 0.11911 -0.49343 -1.7 -0.5 -0.4 0.2915
H 1.39450 -0.19278 0.77151 0.3 0.2 -1.9 0.2543
H 0.56398 1.57097 -1.76381 0.2 -0.2 1.6 0.2275
H -0.23363 1.34369 -0.04032 1.4 0.0 -1.5 0.2238
H 1.87114 3.32326 -0.76281 -0.4 -0.8 1.5 0.2424
H 2.63070 2.12418 0.42727 -1.4 0.7 -0.7 0.1992
H 1.38587 4.24407 1.53052 -0.9 -1.5 -0.5 0.1873
H -0.20108 3.35473 1.13866 1.4 -0.5 0.7 0.1941
H 2.04084 2.00483 2.52997 -0.9 0.8 -0.1 0.4679
H -0.22935 -0.85511 3.34398 -1.9 0.7 -0.2 0.2338
H -0.97051 0.04398 5.66639 -1.2 0.1 -1.4 0.2454
H -3.45956 1.05588 6.07235 0.4 -0.7 -1.7 0.2509
H -5.17638 1.11147 4.03485 1.9 -0.8 -0.8 0.2510
H -4.45002 0.21421 1.54748 1.4 0.0 1.5 0.2542
```
Forces are in eV/Å.

E_HOMO ... -11.77 eV
SMILES string ... O=C(O[n+]1cccc(S(=O)(=O)C(F)(F)F)c1CCCCO)c1ccccc1
Net charge ... +1
Lowest unoccupied orbital energy ... -5.462 eV
2S+1 ... 1


# 2
DFT (ωB97M-V with the def2-TZVPD basis set) results for a 11-piece molecular cluster, C46H66N10O3Si overall.

```
126
Properties=species:S:1:pos:R:3:forces:R:3:mulliken_charge:R:1
C 0.49847 -0.75304 1.66865 0.1 0.1 0.1 -1.5466
C 0.80615 0.60292 1.05890 -0.3 0.1 0.2 1.8609
O 0.81005 0.58980 -0.35789 0.4 -0.1 -0.1 -0.5408
C -0.18984 1.67128 1.59833 0.1 0.0 -0.3 -0.9117
O -1.15657 1.99146 0.60935 -0.1 -0.2 0.3 0.0276
Si -2.60917 2.66927 1.01099 0.0 0.0 -0.1 0.1014
C -3.93597 1.75297 0.04554 0.1 -0.1 0.1 -1.0422
C -4.36704 0.38887 0.58962 0.1 0.0 -0.1 0.2520
C -3.49995 -0.77987 0.09777 0.0 0.1 0.0 -1.1701
O -4.34168 0.45019 2.03224 -0.4 -0.1 0.1 -0.5915
H 1.20393 -1.52057 1.34347 -0.1 0.0 -0.1 0.3693
H 0.58039 -0.66005 2.75272 0.0 -0.1 0.0 0.4132
H -0.52636 -1.05926 1.44203 0.0 0.0 -0.1 0.1335
H 1.80914 0.90758 1.37231 0.0 -0.1 0.0 -0.8502
H 0.37682 -0.20933 -0.67433 -0.1 0.1 0.0 0.2842
H 0.35303 2.57484 1.88977 0.0 0.0 0.0 0.3409
H -0.68680 1.26238 2.48295 0.1 0.1 0.1 0.5300
H -2.62591 4.08931 0.59023 0.0 0.0 -0.1 -0.2192
H -2.80357 2.61744 2.47387 0.0 0.0 0.0 -0.1256
H -3.52225 1.60270 -0.95508 -0.1 0.1 -0.1 0.4389
H -4.80501 2.40677 -0.06300 0.0 0.0 0.1 0.4093
H -5.40276 0.21168 0.28744 0.0 0.0 0.0 0.4944
H -2.80360 -0.46704 -0.68040 0.0 0.0 0.0 0.3111
H -4.11186 -1.58488 -0.30958 0.0 0.0 0.0 0.3600
H -2.92014 -1.17921 0.92981 0.0 0.0 0.0 0.2130
H -4.96446 -0.21157 2.35605 0.2 -0.1 -0.1 0.1960
N 2.95974 -2.61270 -2.55439 0.1 -0.1 0.1 0.1468
C 2.19100 -2.22177 -1.49006 0.0 0.0 0.0 -0.7221
C 1.08556 -3.03157 -1.45435 0.0 0.0 0.0 -0.3614
C 1.19536 -3.94536 -2.53843 -0.1 0.0 0.0 -0.7153
C 2.36125 -3.66029 -3.19611 0.0 0.0 0.0 -0.9055
H 3.81798 -2.18196 -2.84894 -0.1 0.1 -0.1 0.2648
H 2.47615 -1.39423 -0.86060 -0.1 0.1 -0.1 0.6733
H 0.28484 -2.97483 -0.73460 0.0 0.0 0.0 0.5869
H 0.49164 -4.71432 -2.81120 0.0 0.0 0.0 0.5519
H 2.80744 -4.10130 -4.07076 0.0 0.0 0.0 0.4970
N -5.32754 2.02233 4.43521 -0.1 -0.1 0.0 0.4888
C -6.12440 3.12475 4.31557 0.0 0.0 0.0 -0.5786
C -6.24367 3.70286 5.55158 0.0 0.0 0.0 -0.5477
C -5.49270 2.91018 6.45942 0.0 0.0 0.0 -0.6868
C -4.93748 1.88188 5.74087 0.1 0.0 0.0 -0.8574
H -5.06343 1.42974 3.66312 0.2 0.2 0.0 0.3133
H -6.52668 3.41805 3.36062 0.0 0.0 0.0 0.4334
H -6.79780 4.59905 5.77464 0.0 0.0 0.0 0.5111
H -5.36457 3.07971 7.51559 0.0 0.0 0.0 0.4293
H -4.27720 1.08582 6.04397 0.0 0.0 0.0 0.6899
N 3.00300 -0.60993 -7.34916 0.1 0.0 -0.1 -0.0400
C 3.84215 0.12904 -6.55814 0.0 0.0 0.0 -0.6313
C 3.41697 -0.00560 -5.26393 0.0 0.0 0.0 -0.5378
C 2.27626 -0.85686 -5.27547 -0.1 0.0 0.0 -0.1848
C 2.04127 -1.20813 -6.57574 0.0 0.0 0.0 -0.9030
H 3.04731 -0.64822 -8.35125 -0.1 0.2 0.0 0.3219
H 4.66229 0.68337 -6.98095 0.0 0.0 0.0 0.4102
H 3.86870 0.46297 -4.40463 0.0 0.0 0.0 0.5060
H 1.69018 -1.16754 -4.42733 0.0 0.0 0.0 0.5977
H 1.28095 -1.83292 -7.01250 0.0 0.0 0.0 0.4335
N -0.13029 -7.08577 -4.28265 0.0 0.0 0.0 0.0131
C -1.46898 -7.36642 -4.31777 0.0 0.0 0.0 -0.5276
C -1.92365 -7.07904 -5.57679 0.0 0.0 0.0 -0.3868
C -0.81432 -6.60720 -6.33067 0.0 0.0 0.0 -0.4069
C 0.27694 -6.62301 -5.50402 0.0 0.0 0.0 -0.5006
H 0.46425 -7.20242 -3.48274 0.0 0.0 0.0 0.2344
H -1.98139 -7.74519 -3.45028 0.0 0.0 0.0 0.3754
H -2.93752 -7.19549 -5.92097 0.0 0.0 0.0 0.3969
H -0.81802 -6.29520 -7.36158 0.0 0.0 0.0 0.4083
H 1.30266 -6.34842 -5.68180 0.0 0.0 0.0 0.3980
N 2.58894 3.98276 0.35457 0.0 -0.1 0.0 0.1266
C 2.76290 5.31502 0.10052 0.0 0.0 0.0 -0.6249
C 3.75684 5.77195 0.92480 0.0 0.0 0.0 -0.5383
C 4.19733 4.67060 1.70970 0.0 0.0 0.0 -0.6078
C 3.45650 3.58196 1.33318 0.0 -0.1 0.0 -0.2599
H 1.92239 3.38405 -0.10188 0.0 0.0 0.0 0.2128
H 2.16832 5.82288 -0.63910 0.0 0.0 0.0 0.4233
H 4.12426 6.78376 0.96487 0.0 0.0 0.0 0.3935
H 4.96409 4.67864 2.46615 0.0 0.0 0.0 0.4323
H 3.47490 2.56160 1.68061 0.0 0.0 0.0 0.4322
N 5.20416 -1.36822 0.25171 0.0 0.0 -0.1 0.1284
C 5.77740 -0.13039 0.16630 -0.1 0.0 0.0 -0.3462
C 6.53888 0.05542 1.28993 0.0 0.0 0.1 -0.6121
C 6.41212 -1.11971 2.08465 0.1 0.0 0.0 -0.5649
C 5.58608 -1.98120 1.41268 -0.1 0.1 0.0 -0.6175
H 4.58518 -1.76642 -0.43097 0.0 -0.1 0.1 0.3052
H 5.59364 0.51510 -0.67564 0.0 0.0 0.0 0.4964
H 7.11454 0.93753 1.51895 0.0 0.0 0.0 0.4785
H 6.87076 -1.30738 3.04165 0.0 0.0 0.0 0.4390
H 5.23388 -2.96639 1.66561 0.0 0.0 0.0 0.4200
N -5.20637 8.50277 3.16498 0.0 0.0 0.0 0.0220
C -4.86286 7.24570 2.74467 0.0 0.0 0.0 -0.7534
C -4.68643 6.46514 3.85557 0.0 0.0 0.0 -0.0423
C -4.93079 7.28483 4.99102 0.0 0.0 0.0 -0.7215
C -5.24905 8.53508 4.53209 0.0 0.0 0.0 -0.4728
H -5.39380 9.28247 2.56304 0.0 0.0 0.0 0.1811
H -4.77340 7.01483 1.69686 0.0 0.0 0.0 0.3933
H -4.41249 5.42388 3.85996 0.0 0.0 0.0 0.5927
H -4.87639 6.98714 6.02492 0.0 0.0 0.0 0.4130
H -5.49972 9.43923 5.05979 0.0 0.0 0.0 0.3861
N 4.40468 0.66878 3.93580 0.0 0.1 0.0 0.2542
C 4.35899 1.59086 4.94294 0.0 0.0 0.0 -0.6195
C 3.18331 1.41409 5.62508 0.0 0.0 0.0 -0.5761
C 2.49257 0.33913 5.00199 0.0 0.0 0.0 -0.6040
C 3.27536 -0.09790 3.96389 0.0 0.0 -0.1 -0.4192
H 5.14520 0.56027 3.26197 0.0 0.0 0.0 0.0861
H 5.16022 2.29483 5.08989 0.0 0.0 0.0 0.4204
H 2.85469 1.98941 6.47425 0.0 0.0 0.0 0.4150
H 1.53507 -0.06608 5.28629 0.0 0.0 0.0 0.4514
H 3.12868 -0.88557 3.24365 0.0 0.0 0.0 0.5073
N 4.42765 -2.97215 -9.52657 0.0 0.0 0.0 0.0859
C 3.64471 -3.55386 -10.48744 0.0 0.0 0.0 -0.2785
C 4.46243 -4.28075 -11.30979 0.0 0.0 0.0 -0.5625
C 5.79105 -4.13129 -10.82586 0.0 0.0 0.0 -0.4708
C 5.73644 -3.31829 -9.72606 0.0 0.0 0.0 -0.4568
H 4.09570 -2.38210 -8.78658 0.0 -0.1 0.1 0.2261
H 2.57816 -3.40677 -10.50297 0.0 0.0 0.0 0.3518
H 4.14516 -4.85736 -12.16229 0.0 0.0 0.0 0.3817
H 6.68305 -4.57175 -11.23846 0.0 0.0 0.0 0.3846
H 6.51218 -2.96088 -9.07095 0.0 0.0 0.0 0.3549
N -6.09206 -1.28905 5.79010 0.0 0.0 0.0 0.1154
C -6.40931 -1.90291 6.96824 0.0 0.0 0.0 -0.4067
C -6.42300 -3.25574 6.75119 0.0 0.0 0.0 -0.5621
C -6.10055 -3.46691 5.38362 0.0 0.0 0.0 -0.6398
C -5.90309 -2.23388 4.82035 0.0 0.0 0.0 -0.1999
H -6.01152 -0.29288 5.66801 -0.1 0.0 0.0 0.2899
H -6.59808 -1.32755 7.85826 0.0 0.0 0.0 0.3822
H -6.63951 -4.00985 7.48899 0.0 0.0 0.0 0.3907
H -6.02153 -4.41273 4.87430 0.0 0.0 0.0 0.3998
H -5.63784 -1.96245 3.81250 0.0 0.0 0.0 0.2583
```
Forces are in eV/Å.

E_HOMO ... -8.11 eV
SMILES string ... C[C@@H](O)CO[SiH2]C[C@@H](C)O.c1cc[nH]c1.c1cc[nH]c1.c1cc[nH]c1.c1cc[nH]c1.c1cc[nH]c1.c1cc[nH]c1.c1cc[nH]c1.c1cc[nH]c1.c1cc[nH]c1.c1cc[nH]c1
Net charge ... 0
Relative energy (zero: lowest compared OMol25 entry of this formula, charge and spin) ... 0.0 kcal per mole
Lowest unoccupied orbital energy ... 0.291 eV
2S+1 ... 1


# 3
DFT (ωB97M-V with the def2-TZVPD basis set) results for BrH16O8 as an isolated structure at a distorted geometry.

```
25
Properties=species:S:1:pos:R:3:forces:R:3:nbo_charge:R:1
Br -0.05722 -0.00399 0.00445 1.1 0.6 1.5 -0.4404
O 0.39857 2.52240 -1.29402 0.6 1.3 -0.6 -0.9697
H 0.10763 1.64627 -1.04108 0.0 0.1 -0.3 0.4484
H -0.25560 3.11070 -0.91693 -0.3 0.1 0.0 0.4638
O -0.85828 -2.10846 1.72656 -0.9 -0.8 1.3 -0.9634
H 0.05187 -2.08940 2.02237 0.1 -0.2 -0.2 0.4590
H -0.85933 -1.59290 0.92006 -0.4 -0.5 0.3 0.4526
O 1.58060 1.00812 2.03589 0.9 0.4 1.5 -0.9705
H 1.79400 1.75316 1.47408 0.1 0.2 -0.2 0.4717
H 0.87106 0.55762 1.57785 -0.2 0.2 0.5 0.4407
O -2.51356 -1.41532 -0.64659 -1.4 -0.6 0.1 -0.9542
H -2.14199 -2.11065 -1.18944 0.1 -0.1 -0.2 0.4669
H -1.82523 -0.75162 -0.60240 -0.6 -0.1 0.1 0.4407
O -2.16106 1.60272 0.32399 -2.0 1.7 0.0 -0.9737
H -2.14831 2.05003 1.17015 -0.2 0.1 0.2 0.4565
H -1.34751 1.09868 0.30669 -0.6 0.5 0.4 0.4100
O 2.83448 0.27108 -0.38756 1.3 0.4 -0.3 -0.9598
H 1.99602 0.32994 0.07043 0.5 0.0 -0.1 0.4553
H 2.60532 0.32370 -1.31544 -0.1 0.0 -0.2 0.4621
O -0.68768 -0.52355 -2.48372 -0.3 -0.5 -3.0 -0.9690
H -0.44410 -0.45866 -1.56031 0.1 -0.4 -1.4 0.3922
H -1.55841 -0.12875 -2.53054 -0.3 0.1 -0.2 0.4616
O 1.64292 -2.04125 0.62553 1.2 -2.0 0.6 -0.9565
H 0.99824 -1.41971 0.28743 0.6 -0.7 -0.1 0.4198
H 1.97756 -1.63017 1.42256 0.5 0.2 0.1 0.4559
```
Forces are in eV/Å.

E_HOMO ... -6.77 eV
Net charge ... -1
Relative energy (zero: lowest compared OMol25 entry of this formula, charge and spin) ... 113.1 kcal per mole
Lowest unoccupied orbital energy ... 3.262 eV
2S+1 ... 1


# 4
DFT (ωB97M-V with the def2-TZVPD basis set) results for CH4S2 as an isolated structure at a distorted geometry.

```
7
Properties=species:S:1:pos:R:3:forces:R:3:nbo_charge:R:1
C 0.17881 -0.32663 0.25770 -0.2 1.0 0.9 -0.6830
S 1.68942 -0.30626 -0.79275 -0.9 1.0 0.6 -0.0061
S -1.32640 -0.17203 -0.71824 -2.8 1.3 1.9 -0.0369
H 0.20532 -1.25942 0.80309 0.0 -0.2 0.1 0.2210
H 0.05283 0.52391 0.98470 1.0 -0.9 -0.6 0.2355
H 1.58898 1.03901 -0.98683 0.2 -0.6 -0.2 0.1348
H -2.38896 0.50141 0.45232 2.6 -1.6 -2.6 0.1348
```
Forces are in eV/Å.

E_HOMO ... -9.12 eV
Net charge ... 0
Relative energy (zero: lowest compared OMol25 entry of this formula, charge and spin) ... 34.3 kcal per mole
Lowest unoccupied orbital energy ... 0.135 eV
2S+1 ... 1